Version 1
# C3H4N2O

The molecule C3H4N2O (ωB97M-V with the def2-TZVPD basis set, OMol25).

```
10
Properties=species:S:1:pos:R:3:lowdin_charge:R:1
N -1.13500 1.18683 1.07301 0.125
C 0.07633 0.90052 1.24671 -0.262
O 0.78179 0.12387 0.35879 -0.015
C 0.24448 -0.16263 -0.83989 -0.116
C 0.60022 -1.41040 -1.45790 -0.353
N 1.42046 -2.27243 -1.73490 0.159
H -1.48346 1.76444 1.83367 0.063
H 0.73731 1.19190 2.06610 0.138
H -0.69691 0.32946 -1.07097 0.103
H -0.54522 -1.65155 -1.47462 0.159
```

Molecular weight: 84.1 g/mol
LUMO energy (spin up / spin down): -0.57 / -0.63 eV
Orbital gap (spin up / spin down): 7.54 / 8.56 eV
Charge: 0

Version 2
# C3H4N2O

The molecule C3H4N2O (ωB97M-V with the def2-TZVPD basis set, OMol25).

```
10
Properties=species:S:1:pos:R:3:lowdin_charge:R:1
N 0.94731 1.57880 0.86406 0.056
C 0.37791 0.44840 0.28526 -0.441
N 0.39619 -0.75583 0.87871 0.103
C -0.31356 -1.60402 -0.13959 -0.116
C -0.70987 -0.84352 -1.12043 -0.215
O -0.49485 0.44618 -0.86359 -0.010
H 0.75493 2.49324 0.29701 0.132
H 0.82224 1.53687 2.07257 0.216
H -0.72025 -2.58968 0.00170 0.092
H -1.06004 -0.71045 -2.27571 0.184
```

Molecular weight: 84.1 g/mol
LUMO energy: 0.61 eV
SMILES: Nc1ncco1
Orbital gap: 9.22 eV
Charge: 0

Of them, version 2 has the highest stability.

Version 1
# C3H4N2O

The molecule C3H4N2O (ωB97M-V with the def2-TZVPD basis set, OMol25).

```
10
Properties=species:S:1:pos:R:3:lowdin_charge:R:1
O 2.05420 0.02219 0.41980 0.018
C 0.84604 0.15834 -0.24524 -0.497
N 0.06289 -1.07618 -0.26111 0.117
C -1.12594 -0.69660 0.00723 -0.116
C -1.15198 0.76140 0.28803 -0.120
N 0.02643 1.24969 0.25185 0.127
H 2.32975 -0.89858 0.30930 0.100
H 0.96582 0.48200 -1.29259 0.161
H -1.97991 -1.36986 0.02708 0.106
H -2.02729 1.36760 0.49566 0.105
```

Molecular weight: 84.1 g/mol
LUMO energy: -0.01 eV
SMILES: OC1N=CC=N1
Orbital gap: 10.76 eV
Charge: 0

Version 2
# C3H4N2O

C3H4N2O as an isolated structure (ωB97M-V with the def2-TZVPD basis set, OMol25).

```
10
Properties=species:S:1:pos:R:3:lowdin_charge:R:1
C -1.12899 -0.09355 1.11790 -0.084
C -0.80084 -0.83199 0.04124 -0.021
C 1.17708 0.09918 -1.18781 -0.330
N -0.16605 0.90528 0.81867 0.047
N 0.32356 0.00263 -0.16407 -0.096
O 1.10435 -0.58035 -2.17761 0.041
H -1.94009 0.12147 1.71632 0.075
H -1.10605 -1.77460 -0.37966 0.112
H 1.94795 0.86935 -1.14598 0.132
H 0.58909 1.28257 1.36099 0.124
```

Molecular weight: 84.1 g/mol
LUMO energy: 0.95 eV
Orbital gap: 10.03 eV
Charge: 0

Version 3
# C3H4N2O

The molecule C3H4N2O (ωB97M-V with the def2-TZVPD basis set, OMol25).

```
10
Properties=species:S:1:pos:R:3:lowdin_charge:R:1
O -0.43605 -1.16592 -1.04051 -0.007
C -0.42918 0.23353 1.46738 -0.015
C -0.48941 1.28110 0.32931 -0.153
N 0.21054 1.02633 -0.71171 0.106
C 0.59242 -0.35832 -0.51546 -0.421
N 0.50526 -0.53404 0.94650 0.012
H -1.19665 -0.59678 -1.24932 0.106
H -1.09662 2.18077 0.37711 0.091
H 1.56259 -0.63830 -0.94085 0.150
H 0.77710 -1.42838 1.33755 0.131
```

Molecular weight: 84.1 g/mol
LUMO energy: -0.39 eV
Orbital gap: 8.61 eV
Charge: 0

Of them, version 1 has the highest stability.

Version 1
# C3H4N2O

The molecule C3H4N2O (ωB97M-V with the def2-TZVPD basis set, OMol25).

```
10
Properties=species:S:1:pos:R:3:lowdin_charge:R:1
C 0.71154 -0.39206 -0.42220 -0.056
C -0.32143 0.18059 0.47950 -0.433
C -0.07347 0.27055 1.87357 -0.159
N 0.40005 0.55768 2.88343 0.169
N -1.36040 0.63633 0.04484 0.001
O -1.54535 0.49546 -1.20883 -0.040
H 0.61220 -1.60519 -0.53798 0.152
H 0.64767 0.24222 -1.38327 0.097
H 1.79344 -0.26048 0.00556 0.121
H -0.86424 -0.12509 -1.73462 0.147
```

Molecular weight: 84.1 g/mol
LUMO energy: 0.40 eV
SMILES: C/C(C#N)=N\O
Orbital gap: 10.72 eV
Charge: 0

Version 2
# C3H4N2O

The molecule C3H4N2O (ωB97M-V with the def2-TZVPD basis set, OMol25).

```
10
Properties=species:S:1:pos:R:3:lowdin_charge:R:1
O -1.81242 -0.96113 -0.39012 0.026
C -0.56487 -0.42141 -0.38769 -0.406
C -0.48563 0.95713 -0.31432 -0.128
N 0.72384 1.34108 0.18369 0.041
C 1.38973 0.23667 0.38750 -0.202
N 0.57998 -0.89260 0.21683 0.111
H -1.99167 -0.33173 0.39773 0.152
H -1.28158 1.66916 -0.57153 0.122
H 2.50102 0.23818 0.42299 0.126
H 0.94159 -1.83536 0.05493 0.159
```

Molecular weight: 84.1 g/mol
LUMO energy: 0.60 eV
SMILES: Oc1cnc[nH]1
Orbital gap: 9.18 eV
Charge: 0

Version 3
# C3H4N2O

A 2-piece molecular cluster, C3H4N2O overall (ωB97M-V with the def2-TZVPD basis set, OMol25).

```
10
Properties=species:S:1:pos:R:3:lowdin_charge:R:1
C -0.73190 -0.72316 -1.06893 0.080
N 0.20157 -1.41646 -1.35590 -0.195
O 1.36370 -1.62810 -1.08638 -0.017
H -1.75664 -0.56157 -1.35059 0.088
C 1.40096 0.03056 0.53507 0.103
C 0.25865 0.48609 0.49320 -0.308
N -0.75911 1.35158 0.81008 0.043
H 2.41340 -0.27425 0.66766 0.045
H -1.69113 1.02457 0.60201 0.068
H -0.69948 1.71075 1.75377 0.093
```

Molecular weight: 84.1 g/mol
LUMO energy: 0.34 eV
SMILES: C#[N+][O-].C#CN
Orbital gap: 9.28 eV
Charge: 0

Of them, version 2 has the highest stability.

Version 1
# C3H4N2O

The molecule C3H4N2O (ωB97M-V with the def2-TZVPD basis set, OMol25).

```
10
Properties=species:S:1:pos:R:3:lowdin_charge:R:1
O 2.29299 0.11388 -0.63664 0.050
C 0.96403 -0.14363 -0.33328 -0.545
N 0.87910 -1.42532 -0.13939 0.325
N -1.30384 -1.05390 0.39488 0.090
C -1.26992 0.22653 0.17290 -0.260
C -0.05688 0.78860 -0.23709 -0.076
H 2.76936 0.18592 0.20583 0.122
H -2.22736 -1.38883 0.71041 0.080
H -2.14961 0.86901 0.31212 0.119
H 0.10213 1.82774 -0.44973 0.094
```

Molecular weight: 84.1 g/mol
LUMO energy (spin up / spin down): -1.42 / -1.56 eV
Orbital gap (spin up / spin down): 7.06 / 6.90 eV
Charge: 0

Version 2
# C3H4N2O

The molecule C3H4N2O (ωB97M-V with the def2-TZVPD basis set, OMol25).

```
10
Properties=species:S:1:pos:R:3:lowdin_charge:R:1
O 2.19762 -0.20190 0.38883 0.025
C 0.98934 -0.08831 0.26143 -0.443
C -0.11539 -0.91309 0.69066 -0.014
N -1.22573 -0.34518 0.20245 -0.039
N -1.14191 0.70187 -0.54955 0.023
C 0.28764 0.91587 -0.63653 -0.130
H 0.78436 0.43940 -1.52132 0.160
H -0.13411 -1.78457 1.31730 0.113
H -2.16490 -0.70293 0.37743 0.174
H 0.52309 1.97885 -0.53069 0.131
```

Molecular weight: 84.1 g/mol
LUMO energy (spin up / spin down): 0.06 / 0.06 eV
Orbital gap (spin up / spin down): 8.60 / 8.60 eV
Charge: 0

Of them, version 2 has the highest stability.

Version 1
# C3H4N2O

The molecule C3H4N2O (ωB97M-V with the def2-TZVPD basis set, OMol25).

```
10
Properties=species:S:1:pos:R:3:lowdin_charge:R:1
C -1.62889 0.36909 0.13778 -0.001
C -0.13588 0.13192 0.07953 -0.260
N 0.90889 0.83372 0.85457 0.051
N 2.02409 0.25111 0.50039 -0.038
C 1.81880 -0.68699 -0.39671 -0.167
O 0.48099 -0.83670 -0.62376 0.050
H -1.94605 -0.26340 -0.71118 0.093
H -2.22099 0.13690 0.95717 0.051
H -1.86072 1.43527 0.03758 0.090
H 2.55978 -1.37092 -0.83538 0.132
```

Molecular weight: 84.1 g/mol
LUMO energy: 0.86 eV
SMILES: Cc1nnco1
Orbital gap: 10.25 eV
Charge: 0

Version 2
# C3H4N2O

A 2-piece molecular cluster, C3H4N2O overall (ωB97M-V with the def2-TZVPD basis set, OMol25).

```
10
Properties=species:S:1:pos:R:3:lowdin_charge:R:1
C 0.55307 -1.72215 0.64835 0.145
N 1.29883 -2.10897 1.44683 -0.232
O 2.07293 -2.53486 2.26891 -0.006
H -0.13268 -1.22744 -0.02456 0.028
C 0.20299 2.32237 -0.19898 0.098
C -0.40620 1.36397 -0.59626 -0.279
N -1.11808 0.25822 -0.97977 0.013
H 0.68967 3.22167 0.10390 0.022
H -1.07345 0.09162 -1.97966 0.105
H -2.08707 0.33557 -0.68874 0.106
```

Molecular weight: 84.1 g/mol
LUMO energy: 0.51 eV
SMILES: C#[N+][O-].C#CN
Orbital gap: 10.14 eV
Charge: 0

Of them, version 1 has the highest stability.

Version 1
# C3H4N2O

The molecule C3H4N2O (ωB97M-V with the def2-TZVPD basis set, OMol25).

```
10
Properties=species:S:1:pos:R:3:lowdin_charge:R:1
N -0.70439 1.13671 -1.28079 0.104
C -0.16905 0.29796 -0.30027 -0.371
C 0.25417 -0.98792 -0.23093 -0.091
N 0.75347 -1.25422 1.03526 0.079
C 0.59823 -0.13706 1.66187 -0.214
O 0.05662 0.85597 0.93458 0.073
H -1.70646 1.03489 -1.39406 0.089
H -0.23582 1.01818 -2.17481 0.091
H 0.23924 -1.73817 -1.01326 0.109
H 0.85118 0.09210 2.68839 0.130
```

Molecular weight: 84.1 g/mol
LUMO energy: 0.87 eV
SMILES: Nc1cnco1
Orbital gap: 9.98 eV
Charge: 0

Version 2
# C3H4N2O

The molecule C3H4N2O (ωB97M-V with the def2-TZVPD basis set, OMol25).

```
10
Properties=species:S:1:pos:R:3:lowdin_charge:R:1
C -1.28583 -0.47953 -0.01185 -0.010
C 0.11307 -0.25168 -0.46724 -0.320
C 0.75458 0.94802 -0.51355 -0.090
N 1.80815 0.85161 0.35731 0.024
N 1.89868 -0.32494 0.80499 0.037
O 0.90129 -1.08370 0.24062 -0.030
H -1.63663 -1.50648 -0.06855 0.085
H -2.00472 0.25265 -0.36922 0.088
H -1.06349 -0.27908 1.04607 0.104
H 0.51489 1.87313 -1.01859 0.112
```

Molecular weight: 84.1 g/mol
LUMO energy: 0.32 eV
SMILES: Cc1cnno1
Orbital gap: 10.27 eV
Charge: 0

Version 3
# C3H4N2O

A 2-piece molecular cluster, C3H4N2O overall (ωB97M-V with the def2-TZVPD basis set, OMol25).

```
10
Properties=species:S:1:pos:R:3:lowdin_charge:R:1
N -1.43121 -1.07095 0.45515 0.098
C -0.54101 -0.09937 0.47483 -0.496
C 0.15822 -0.04065 -0.79126 -0.127
C 1.38957 0.60650 -0.34382 -0.150
N 1.38317 1.02918 0.89260 0.117
O 0.03953 0.60356 1.45264 0.006
H -2.19222 -1.11332 1.14114 0.093
H -0.74684 -1.23493 -0.74290 0.227
H -0.34470 0.47535 -1.61910 0.114
H 2.28550 0.84463 -0.91928 0.118
```

Molecular weight: 84.1 g/mol
LUMO energy: 0.66 eV
Orbital gap: 9.85 eV
Charge: 0

Version 4
# C3H4N2O

C3H4N2O as an isolated structure (ωB97M-V with the def2-TZVPD basis set, OMol25).

```
10
Properties=species:S:1:pos:R:3:lowdin_charge:R:1
O -1.29905 0.91046 -0.16052 -0.058
C -0.82973 -0.49879 0.52101 -0.176
C 0.22712 0.49954 0.67405 -0.102
C 1.27914 0.19256 -0.24232 -0.135
N 0.94950 -0.87973 -0.93055 0.078
N -0.27272 -1.23050 -0.55481 -0.053
H -1.94296 1.19636 0.50456 0.092
H 0.26819 1.24909 1.45512 0.121
H 2.22098 0.69525 -0.40985 0.100
H -0.60046 -2.13425 -0.85670 0.131
```

Molecular weight: 84.1 g/mol
LUMO energy (spin up / spin down): -0.30 / -0.30 eV
Orbital gap (spin up / spin down): 8.04 / 8.04 eV
Charge: 0

Of them, version 1 has the highest stability.